A 8-piece molecular cluster, C18H55N3O8 overall. Source: OMol25; level of theory: the ωB97M-V functional and the def2-TZVPD basis.

Last column: Mulliken charge in e.
Atoms and positions in Å:
C: -2.4847 3.5315 0.8897  -0.685
O: -1.8985 3.6289 2.1744  -0.266
C: -2.5194 2.7269 3.0265  -0.641
C: -2.0166 2.9616 4.4917  0.487
C: -0.5518 3.3005 4.5385  -1.476
N: -2.2357 1.7200 5.3095  -0.615
H: -3.5596 3.5922 0.8953  0.431
H: -2.2716 2.5749 0.5358  0.287
H: -2.0078 4.3254 0.2681  0.050
H: -3.6517 2.8602 3.1020  0.237
H: -2.2769 1.7408 2.7286  0.402
H: -2.5480 3.7796 4.9716  0.387
H: -0.3434 3.4671 5.6133  0.445
H: -0.2473 4.1639 3.9305  0.311
H: 0.0575 2.4538 4.3762  0.299
H: -3.1832 1.2854 5.3472  0.202
H: -1.9757 1.9774 6.2233  0.240
C: 2.1719 -2.9083 2.3015  -0.374
O: 1.9877 -4.0212 1.4393  -0.309
C: 2.4062 -3.7595 0.0853  -0.510
C: 2.5019 -5.1657 -0.6596  0.198
C: 1.0388 -5.6976 -0.6167  -1.309
N: 3.4280 -6.1083 -0.0346  -0.580
H: 2.0574 -3.2413 3.3594  0.273
H: 1.4288 -2.1677 2.1247  -0.040
H: 3.1720 -2.3905 2.2450  0.283
H: 1.6240 -3.2170 -0.4439  0.134
H: 3.3341 -3.2699 0.1633  0.545
H: 2.6760 -4.9707 -1.7075  0.263
H: 0.3406 -4.9435 -0.9311  0.309
H: 0.8314 -5.8482 0.4524  0.343
H: 0.9125 -6.6299 -1.1073  0.366
H: 4.3707 -5.9428 -0.2919  0.214
H: 3.2087 -6.3135 0.9680  0.255
C: 2.7800 1.2329 1.5148  -0.540
O: 2.4556 1.8306 0.2523  -0.387
C: 1.6333 3.0548 0.1915  -0.279
C: 1.2362 3.1848 -1.3208  -0.274
C: 0.4187 4.4327 -1.5563  -0.935
N: 0.4956 1.9643 -1.7963  -0.665
H: 1.8878 0.8575 2.1139  0.113
H: 3.4483 1.9837 1.9972  0.359
H: 3.4934 0.3926 1.3423  0.157
H: 0.8115 2.9090 0.9178  0.024
H: 2.2322 3.9306 0.4457  0.536
H: 2.1092 3.1949 -1.8933  0.496
H: -0.4778 4.2993 -0.9479  -0.145
H: 0.2736 4.6981 -2.5950  0.369
H: 1.0525 5.2058 -1.0836  0.420
H: -0.2622 1.7132 -1.1680  0.207
H: 1.1302 1.1413 -1.7604  0.303
C: -2.2617 1.4938 -5.9526  -1.166
C: -1.3842 2.1049 -4.8486  -0.268
O: -0.4998 1.1985 -4.3401  -0.571
H: -2.9264 2.2544 -6.3150  0.391
H: -2.7578 0.6945 -5.4206  0.233
H: -1.7452 1.0232 -6.7800  0.292
H: -1.9640 2.5860 -4.1061  0.348
H: -0.8880 2.9453 -5.3359  0.309
H: -0.3468 1.4416 -3.3821  0.663
C: -1.3677 -1.5212 4.2650  -0.689
O: -0.6219 -0.3414 4.0334  -0.584
H: -1.1631 -2.2162 3.4481  0.260
H: -1.0716 -1.9432 5.2403  0.259
H: -2.4215 -1.2470 4.2746  0.286
H: -0.9192 0.3831 4.6245  0.243
C: -2.4378 -2.0473 -3.6558  -0.829
O: -1.1998 -1.6705 -4.1904  -0.511
H: -2.3718 -3.1228 -3.4179  0.335
H: -2.6364 -1.5915 -2.6878  0.266
H: -3.3411 -1.8711 -4.2261  0.336
H: -1.1491 -0.7076 -4.2127  0.309
C: 1.6523 -2.8321 -3.9878  -0.850
O: 0.8153 -2.8194 -2.7892  -0.354
H: 2.2819 -3.6832 -3.9473  0.294
H: 1.1632 -2.7656 -4.9189  0.376
H: 2.3423 -1.9485 -3.9423  0.264
H: 0.1097 -2.2737 -3.1174  0.380
C: -0.1470 -0.3522 0.5456  -1.195
O: -0.6130 0.7479 1.4372  -0.041
H: -0.2576 -1.2669 1.0440  0.496
H: -0.5912 -0.5129 -0.4111  0.506
H: 0.8663 -0.0760 0.3355  0.298
H: -0.6419 0.4163 2.3152  0.000

Cartesian forces (eV/Å) of the 2 atoms listed first:
0.99 1.66 0.13
-0.69 0.76 -0.13

Output
SMILES = COC[C@H](C)N.COC[C@H](C)N.COC[C@H](C)N.CCO.CO.CO.CO.CO
gap between HOMO and LUMO = 9.0 eV
E_LUMO = 0.584 eV
relative energy (zero: lowest compared OMol25 entry of this formula, charge and spin) = 60.0 kcal per mole
highest occupied orbital energy = -0.3086 hartree